{
  "formula": "C72H166N10O16",
  "method": "ωB97M-V with the def2-TZVPD basis set",
  "de_lowest_ev": 3.169,
  "gap_ev": 8.4,
  "smiles": "CC1(C)CCCC(C)(C)N1O.CC1(C)CCCC(C)(C)N1O.CC1(C)CCCC(C)(C)N1O.CC1(C)CCCC(C)(C)N1O.COCCNCCOC.COCCNCCOC.COCCNCCOC.COCCNCCOC.COCCNCCOC.COCCNCCOC",
  "charge": 0,
  "e_lumo_ha": 0.01695,
  "homo_energy_ev": -7.9,
  "elements": ["C", "C", "C", "C", "C", "C", "C", "C", "C", "N", "O", "H", "H", "H", "H", "H", "H", "H", "H", "H", "H", "H", "H", "H", "H", "H", "H", "H", "H", "H", "C", "C", "C", "C", "C", "C", "C", "C", "C", "N", "O", "H", "H", "H", "H", "H", "H", "H", "H", "H", "H", "H", "H", "H", "H", "H", "H", "H", "H", "H", "C", "C", "C", "C", "C", "C", "C", "C", "C", "N", "O", "H", "H", "H", "H", "H", "H", "H", "H", "H", "H", "H", "H", "H", "H", "H", "H", "H", "H", "H", "C", "C", "C", "C", "C", "C", "C", "C", "C", "N", "O", "H", "H", "H", "H", "H", "H", "H", "H", "H", "H", "H", "H", "H", "H", "H", "H", "H", "H", "H", "C", "O", "C", "C", "N", "C", "C", "O", "C", "H", "H", "H", "H", "H", "H", "H", "H", "H", "H", "H", "H", "H", "H", "H", "C", "O", "C", "C", "N", "C", "C", "O", "C", "H", "H", "H", "H", "H", "H", "H", "H", "H", "H", "H", "H", "H", "H", "H", "C", "O", "C", "C", "N", "C", "C", "O", "C", "H", "H", "H", "H", "H", "H", "H", "H", "H", "H", "H", "H", "H", "H", "H", "C", "O", "C", "C", "N", "C", "C", "O", "C", "H", "H", "H", "H", "H", "H", "H", "H", "H", "H", "H", "H", "H", "H", "H", "C", "O", "C", "C", "N", "C", "C", "O", "C", "H", "H", "H", "H", "H", "H", "H", "H", "H", "H", "H", "H", "H", "H", "H", "C", "O", "C", "C", "N", "C", "C", "O", "C", "H", "H", "H", "H", "H", "H", "H", "H", "H", "H", "H", "H", "H", "H", "H"],
  "xyz": [[-1.81171, 1.25471, 0.90901], [-0.93567, 0.00918, 0.59854], [-1.77239, -1.22280, 0.99255], [-0.59911, -0.07009, -0.95182], [0.45479, 1.05909, -1.36077], [1.65029, 0.92306, -0.51320], [1.45656, 1.02925, 1.02170], [2.82082, 0.54710, 1.67816], [1.22349, 2.50751, 1.50305], [0.33542, 0.08472, 1.34097], [0.16756, 0.04208, 2.72377], [-1.39513, 2.24272, 0.71306], [-2.79169, 1.13774, 0.44634], [-2.06519, 1.32913, 1.96651], [-1.36275, -2.22311, 0.85224], [-2.15328, -1.22840, 2.01382], [-2.71804, -1.13190, 0.45816], [-0.16069, -1.05314, -1.12362], [-1.54788, 0.12733, -1.45078], [0.65276, 1.16393, -2.42750], [0.03561, 2.02809, -1.08980], [2.36512, 1.66572, -0.86757], [2.07474, -0.06988, -0.66160], [2.72049, 0.76684, 2.74106], [3.58577, 1.17404, 1.22001], [2.99415, -0.51174, 1.48606], [2.09701, 3.15265, 1.59719], [0.78287, 2.45098, 2.49841], [0.58117, 3.05104, 0.81015], [0.58838, -0.77257, 3.00812], [-4.15651, 7.15922, -3.62938], [-3.47558, 7.75074, -2.41683], [-2.90166, 9.21165, -2.77105], [-4.54547, 8.04540, -1.30999], [-5.03734, 6.78045, -0.62604], [-3.90321, 5.93753, 0.02238], [-2.77913, 5.57901, -0.99737], [-1.57552, 5.13576, -0.12248], [-3.10777, 4.38550, -1.90444], [-2.45522, 6.84521, -1.76169], [-1.23731, 6.68913, -2.50030], [-5.22799, 7.01579, -3.48985], [-4.17446, 7.77783, -4.52665], [-3.59145, 6.33154, -4.05803], [-2.05316, 9.02017, -3.42792], [-3.65287, 9.79067, -3.30818], [-2.70163, 9.82674, -1.89369], [-4.12660, 8.69106, -0.53813], [-5.41860, 8.45567, -1.81736], [-5.83305, 6.87990, 0.11223], [-5.51698, 6.26532, -1.45832], [-4.37872, 5.02929, 0.39262], [-3.47216, 6.54240, 0.82014], [-0.86342, 5.91391, 0.15230], [-0.93665, 4.40483, -0.61813], [-1.85729, 4.66044, 0.81708], [-2.78386, 3.48160, -1.38856], [-2.53174, 4.49136, -2.82372], [-4.14594, 4.38869, -2.23653], [-0.54666, 7.24648, -2.13429], [5.36431, 0.52528, 4.09515], [6.29812, -0.73131, 3.84603], [5.50550, -1.93338, 3.34260], [7.30579, -0.32604, 2.70269], [8.51833, -1.25176, 2.51616], [9.14890, -1.61144, 3.87865], [8.26986, -1.90760, 5.10297], [7.91297, -3.37478, 5.00861], [9.12654, -1.63815, 6.35523], [7.07301, -1.02223, 5.12545], [6.34628, -0.95573, 6.30140], [4.63463, 0.22975, 4.84904], [5.86417, 1.39001, 4.53159], [4.88370, 0.82032, 3.16238], [5.02752, -2.40973, 4.19860], [4.64601, -1.60186, 2.75996], [6.03491, -2.60020, 2.66205], [6.84067, -0.23631, 1.72100], [7.70668, 0.67560, 2.85797], [8.25504, -2.17697, 2.00356], [9.33125, -0.87326, 1.89648], [9.88538, -0.83160, 4.07243], [9.76417, -2.48336, 3.65662], [7.21872, -3.67245, 4.22280], [7.41166, -3.61102, 5.94721], [8.76816, -4.04544, 4.92513], [9.40573, -0.59410, 6.49704], [10.05820, -2.19439, 6.25174], [8.69319, -1.92380, 7.31372], [5.62940, -1.55768, 6.08850], [-7.42262, -2.40140, -2.39351], [-6.58300, -2.86764, -1.21209], [-7.10578, -1.99002, -0.03250], [-6.95047, -4.29966, -0.89324], [-6.12827, -5.36893, -1.69700], [-4.63275, -4.99615, -1.68408], [-4.27859, -3.55308, -2.14901], [-2.74934, -3.31013, -1.70718], [-4.31637, -3.45554, -3.69734], [-5.15648, -2.63273, -1.42607], [-4.80358, -1.30146, -1.55474], [-8.49537, -2.36088, -2.20466], [-7.17693, -1.40466, -2.75990], [-7.25588, -3.05322, -3.25108], [-8.08515, -2.32005, 0.31393], [-6.43483, -2.18569, 0.80395], [-7.16172, -0.93429, -0.29786], [-6.88807, -4.54046, 0.16800], [-7.95889, -4.54115, -1.22919], [-6.25575, -6.33220, -1.20306], [-6.59069, -5.50090, -2.67519], [-4.10237, -5.67372, -2.35318], [-4.25101, -5.10299, -0.66872], [-2.50533, -3.56486, -0.67583], [-2.42581, -2.28376, -1.88041], [-2.06399, -3.91553, -2.30038], [-3.75563, -4.25023, -4.18941], [-4.03588, -2.48261, -4.10086], [-5.29532, -3.65194, -4.13459], [-5.20377, -1.17871, -2.41868], [4.13229, 1.28537, -3.93210], [2.87489, 1.69961, -3.46796], [2.89609, 3.04859, -2.99373], [3.02619, 3.98741, -4.28675], [1.91346, 3.75613, -5.16874], [0.69093, 4.41451, -4.86060], [-0.36455, 3.87870, -5.84321], [-0.64451, 2.53325, -5.53347], [-1.49449, 2.23787, -4.45085], [4.05628, 0.79473, -4.90246], [4.48978, 0.47454, -3.29740], [5.00361, 1.93838, -3.88214], [3.65528, 3.23409, -2.23392], [1.93010, 3.24362, -2.52796], [4.01003, 3.80290, -4.71817], [3.01651, 5.02087, -3.94040], [1.70287, 2.77373, -5.06553], [0.71056, 5.47184, -5.12474], [0.35128, 4.39547, -3.82504], [0.02596, 3.91711, -6.86012], [-1.24921, 4.51128, -5.77029], [-2.48633, 2.61448, -4.70090], [-1.11539, 2.73243, -3.55654], [-1.63459, 1.17696, -4.24359], [7.73449, 0.05234, -7.04666], [7.84363, 0.25363, -5.67953], [7.66744, -0.87594, -4.79714], [8.04569, -0.39623, -3.39306], [7.21575, 0.56353, -2.72065], [7.84789, 1.13521, -1.52201], [6.86726, 2.05466, -0.67975], [7.36092, 2.22652, 0.58675], [6.69851, 3.26202, 1.32840], [7.85702, 0.95565, -7.64425], [6.72161, -0.29469, -7.25098], [8.43595, -0.66419, -7.47402], [8.38678, -1.63472, -5.10522], [6.63743, -1.23014, -4.83851], [9.07898, -0.05229, -3.43924], [7.97060, -1.36975, -2.90859], [7.07693, 1.28224, -3.41656], [8.80543, 1.62420, -1.70117], [8.00459, 0.30008, -0.83929], [5.89411, 1.56368, -0.68260], [6.67240, 2.99461, -1.19611], [5.61577, 3.14652, 1.37779], [7.08642, 4.22078, 0.98432], [7.02211, 3.17844, 2.36589], [-4.12901, -3.13192, -8.35959], [-2.75249, -2.76551, -8.58772], [-1.87558, -3.57370, -7.79292], [-1.95024, -3.20538, -6.24506], [-2.01961, -1.69325, -6.18993], [-0.67454, -1.11180, -6.26158], [0.26583, -1.38088, -5.04898], [0.99518, -2.60120, -5.42263], [2.00507, -2.94590, -4.49489], [-4.70891, -2.45749, -8.98964], [-4.46124, -2.95906, -7.33595], [-4.40827, -4.14320, -8.65528], [-0.87530, -3.23428, -8.06189], [-1.84549, -4.64093, -8.01248], [-1.11222, -3.63816, -5.69869], [-2.86469, -3.63993, -5.84128], [-2.39423, -1.31280, -7.04726], [-0.72883, -0.03806, -6.44114], [-0.13118, -1.43190, -7.15062], [-0.17777, -1.52744, -4.06417], [0.86947, -0.47330, -5.04589], [2.59850, -3.73791, -4.95168], [1.46387, -3.29771, -3.61657], [2.53512, -1.99830, -4.39900], [0.45605, -4.93705, 0.94522], [0.46405, -4.41281, 2.29778], [1.72551, -3.90657, 2.78195], [1.58293, -3.22250, 4.12858], [0.42089, -2.37722, 4.27083], [-0.02080, -2.36101, 5.64460], [-1.18143, -1.37914, 5.78561], [-2.27941, -1.76412, 5.08629], [-3.23357, -0.68975, 5.11203], [-0.55697, -5.14638, 0.60159], [0.98599, -5.86512, 1.15956], [0.94044, -4.22811, 0.27376], [2.07544, -3.08103, 2.16215], [2.44854, -4.72085, 2.73420], [2.49880, -2.67467, 4.35031], [1.65083, -4.05720, 4.82626], [-0.28496, -2.80745, 3.69050], [0.76446, -2.04054, 6.32927], [-0.45220, -3.29783, 5.99726], [-0.88558, -0.39561, 5.42060], [-1.33623, -1.29792, 6.86149], [-3.06402, 0.08716, 4.36654], [-3.19967, -0.17340, 6.07138], [-4.23854, -1.10190, 5.02120], [-4.54993, -3.55337, 2.52157], [-4.42962, -4.77922, 3.27288], [-3.48305, -5.57385, 2.59489], [-3.09301, -6.86805, 3.42401], [-4.17701, -7.85216, 3.35900], [-3.93038, -9.01527, 4.20718], [-5.30611, -9.74561, 4.25697], [-6.29000, -8.89484, 4.81072], [-7.59221, -9.40389, 4.69149], [-5.31475, -2.93554, 2.99214], [-4.74603, -3.66338, 1.45502], [-3.71533, -2.85734, 2.60584], [-2.60105, -4.99181, 2.32765], [-3.80349, -5.85292, 1.59113], [-2.85091, -6.51192, 4.42534], [-2.16220, -7.17449, 2.94673], [-4.95818, -7.42222, 3.83336], [-3.51741, -8.61946, 5.13502], [-3.20338, -9.74243, 3.84550], [-5.16309, -10.64319, 4.85862], [-5.51451, -10.14992, 3.26641], [-7.91622, -9.53340, 3.65885], [-8.21584, -8.65371, 5.17772], [-7.68911, -10.34854, 5.22661], [-2.61959, 9.20015, 2.00752], [-2.11372, 8.59916, 3.24755], [-2.38797, 7.19321, 3.42009], [-1.49942, 6.65214, 4.53272], [-1.80752, 5.29365, 4.78457], [-1.04281, 4.30279, 3.97479], [-1.28512, 2.90041, 4.63452], [-0.50501, 2.74209, 5.80011], [0.80763, 2.29531, 5.58975], [-2.06883, 8.80981, 1.15172], [-2.67041, 10.28893, 2.01544], [-3.62816, 8.83331, 1.81690], [-2.24480, 6.72914, 2.44426], [-3.43244, 6.96842, 3.63607], [-1.70626, 7.18020, 5.46356], [-0.44821, 6.83618, 4.31091], [-1.78589, 5.10361, 5.77630], [0.02597, 4.51489, 3.94645], [-1.35761, 4.42560, 2.93848], [-1.21159, 2.07987, 3.92079], [-2.33388, 2.90304, 4.93150], [0.81766, 1.27632, 5.20288], [1.32662, 2.30883, 6.54818], [1.29969, 3.08138, 5.01697]],
  "atomic_forces_ev_per_a": [[-0.6, -0.2, 0.3], [0.4, 1.1, -0.1], [-0.7, 0.3, 0.3], [0.8, 1.8, 1.0], [-2.5, -0.4, 0.9], [1.4, -0.3, 0.5], [0.1, 0.1, -0.8], [-2.1, 0.7, -0.4], [-0.4, -0.7, -0.2], [1.8, -0.5, -0.6], [-0.7, 0.8, 0.4], [0.2, -0.3, -0.6], [0.0, 0.2, -0.4], [0.3, -0.4, 0.3], [0.4, 0.2, -0.4], [0.6, 0.4, 0.4], [0.1, -0.3, -0.6], [-0.2, -0.1, -0.4], [0.0, -0.5, -0.3], [0.2, -0.6, 0.0], [-0.6, 0.2, -0.1], [0.4, -0.1, 0.4], [0.3, -0.1, -0.2], [0.4, -0.2, 0.0], [0.2, -0.2, 0.1], [0.0, 0.0, 0.0], [0.5, -0.5, -0.1], [-0.2, 0.2, 0.0], [-0.3, -0.1, 0.1], [-0.1, -0.6, 0.4], [0.1, 0.0, -1.6], [0.1, 1.1, 1.5], [-0.2, -1.8, 0.1], [0.2, -0.8, 0.4], [0.4, -0.9, -0.5], [-0.7, 0.7, -1.8], [0.1, 0.7, 0.4], [0.9, 0.2, -0.3], [0.0, 0.7, -0.3], [0.6, 1.1, 1.1], [-1.0, -0.7, -0.9], [0.1, -0.8, 0.2], [0.3, 0.9, 0.2], [-0.4, -0.6, 0.6], [0.2, 0.6, 0.1], [-0.2, -0.4, -0.2], [0.6, -0.4, 0.1], [0.0, 0.4, -0.3], [0.2, 0.7, 0.1], [0.0, 0.6, 0.0], [0.0, -0.8, 0.1], [0.4, -0.1, 0.3], [0.0, -0.3, 0.1], [-0.3, 0.5, 0.0], [-0.1, -0.1, -0.3], [-0.5, 0.0, -0.1], [-0.5, -0.2, -0.2], [0.3, -0.1, 0.1], [-0.2, -0.3, 0.3], [-0.4, 0.3, 0.6], [0.5, -1.3, 0.3], [1.4, 1.2, -0.1], [-1.2, 0.5, 0.1], [0.9, 0.1, 0.0], [-0.6, -0.8, 1.1], [0.7, 0.7, -1.0], [-0.4, 0.5, -0.3], [-0.7, -1.0, 1.0], [0.2, -0.1, 0.2], [1.8, 1.6, -2.8], [-0.4, -0.6, -0.3], [-0.4, 0.1, -0.2], [0.5, -0.2, -0.2], [0.0, -0.2, 0.2], [0.2, -0.7, 0.0], [0.0, 0.3, -0.2], [0.2, -0.2, 0.6], [-0.7, -0.1, 0.2], [-0.1, 0.1, 0.5], [-0.4, -0.2, 0.0], [-0.3, 0.6, -0.1], [-0.2, 0.3, 0.5], [0.1, -0.2, 0.4], [0.1, 0.4, -0.2], [-0.1, -0.4, 0.1], [0.2, 0.2, 0.1], [-0.2, 0.1, -0.5], [0.1, -0.1, 0.0], [-0.4, -0.3, -0.2], [-0.6, -0.4, 0.8], [0.0, -0.2, -1.4], [-1.5, 1.7, 0.2], [0.8, -0.6, 0.2], [0.8, -2.0, -0.9], [0.2, 1.0, 0.9], [-0.5, 0.3, -0.7], [1.2, -0.5, 0.3], [-0.8, 0.0, -0.6], [-0.8, -0.2, -0.1], [0.8, -2.3, 2.0], [-0.6, 0.0, -0.7], [0.0, -0.2, 0.3], [0.2, 0.2, 0.2], [-0.2, -0.2, -0.1], [-0.1, -0.1, -0.4], [0.1, 0.5, 0.1], [0.2, -0.1, 0.2], [0.2, 0.2, 0.1], [-0.4, 0.7, 0.4], [0.0, -0.1, 0.1], [0.4, 0.2, -0.3], [0.3, -0.1, 0.2], [0.0, -0.1, 0.0], [-0.6, 0.1, 0.2], [-0.3, 0.1, 0.0], [-0.2, -0.3, -0.3], [0.6, 0.2, 0.4], [0.4, 0.0, 0.1], [-0.5, 0.1, 0.4], [0.2, 1.4, -0.5], [0.8, -2.1, 0.4], [0.2, 1.0, 0.5], [-0.3, 0.7, -1.8], [-0.1, -0.2, 2.4], [0.9, -0.7, -0.1], [-1.0, 1.2, -1.3], [0.0, 0.0, 1.6], [0.3, -1.6, -0.9], [-0.3, 1.2, -0.1], [-0.1, 0.5, -0.4], [-0.1, -0.2, 0.4], [-0.6, 0.9, -0.3], [0.4, -0.1, -0.1], [-0.1, -0.1, 0.0], [-0.2, -0.1, -0.4], [0.1, 0.2, -0.1], [0.1, -0.5, -0.5], [0.5, 0.3, 0.1], [-0.1, -0.3, 0.3], [0.0, -0.1, 0.1], [-0.4, 0.0, 0.0], [-0.3, 0.2, 0.3], [-0.2, 0.0, 0.3], [0.6, -0.1, -0.5], [-0.9, -0.6, -0.7], [0.4, 0.6, 1.0], [0.3, 2.1, -0.6], [0.3, -1.6, -0.4], [-0.5, 0.8, -0.3], [-1.3, -0.1, 1.0], [0.0, -0.9, -2.3], [0.1, 0.4, 1.4], [1.1, -0.6, 0.4], [0.1, 0.4, 0.6], [-0.2, -0.3, -0.4], [0.2, -0.3, 0.3], [-0.1, -0.4, 0.1], [-0.1, -0.2, -0.1], [0.4, -0.2, 0.0], [0.5, 0.1, 0.9], [-0.2, 0.5, 0.1], [0.1, 0.2, -0.1], [0.4, -0.1, 0.0], [-0.3, -0.4, 0.2], [0.3, 0.5, -0.1], [-0.1, 0.2, -0.6], [-0.6, 0.2, -0.2], [0.2, -0.2, 0.0], [0.0, 1.0, -0.6], [-0.8, -1.7, 0.7], [1.5, 1.2, 1.1], [-1.3, 0.7, -2.3], [1.2, -0.7, 0.9], [0.3, -0.1, 1.1], [-0.1, -0.9, -2.0], [-0.8, 1.0, -0.3], [-1.1, 0.7, -0.8], [0.0, 0.0, 0.0], [0.2, 0.0, 0.2], [0.5, -0.3, 0.0], [0.1, 0.0, -0.3], [-0.8, -0.2, 0.0], [0.1, 0.4, -0.1], [0.1, 0.3, 0.1], [-0.9, -0.7, -0.1], [-0.5, 0.2, 0.5], [0.3, -0.5, 0.0], [-0.4, 0.1, -0.1], [0.9, -0.3, 0.4], [0.1, 0.1, 0.2], [0.7, 0.0, 0.6], [0.8, -0.4, 0.9], [0.8, 0.1, 2.0], [-0.6, 1.1, 0.4], [-0.8, 0.8, -1.5], [0.8, -1.7, 0.5], [0.8, -0.7, -0.4], [-1.6, 1.0, -0.1], [2.4, 0.7, 0.8], [-2.1, 0.1, -0.7], [-0.3, -0.5, 0.4], [0.0, 0.2, 0.4], [0.3, -0.3, -1.4], [0.2, -0.3, -0.2], [0.0, -0.2, -1.0], [0.3, 0.1, 0.4], [0.1, 0.3, -0.3], [-0.7, -0.1, 0.8], [-0.5, 0.1, -0.1], [0.2, -0.1, -0.1], [0.4, -0.6, 0.0], [0.4, 0.3, 0.1], [-0.6, 0.1, 0.3], [0.3, -0.2, -0.4], [0.1, -0.1, 0.3], [0.1, -0.1, -0.3], [-0.5, 0.6, 1.1], [0.3, 1.0, -1.3], [0.7, -1.3, 0.5], [-0.7, 2.0, -1.6], [1.2, 0.2, -0.1], [-1.3, 0.1, -0.4], [1.7, -0.2, 1.1], [0.6, -0.3, -0.7], [-0.2, 0.4, 0.5], [-0.6, -0.4, -0.1], [-0.2, -0.5, 0.0], [0.9, -0.6, 0.1], [0.5, 0.3, 0.7], [-0.8, -0.4, -0.1], [0.0, -0.2, 0.4], [-0.1, -0.6, 0.1], [-0.4, 0.3, -0.3], [-0.4, -0.6, 0.8], [0.1, 0.2, -0.5], [-0.2, -0.2, 0.5], [-0.4, 0.6, -0.4], [0.1, 0.0, -0.2], [-0.2, -0.2, -0.1], [-0.1, -0.2, 0.0], [-0.2, -1.9, 0.8], [-0.5, 0.8, -0.6], [0.2, 1.2, -0.8], [-0.3, 0.9, -0.1], [0.3, -1.6, -0.5], [-0.7, -0.1, 1.3], [-0.3, 1.1, -0.9], [-0.9, -0.2, 0.4], [0.1, 0.7, 0.4], [0.5, 0.3, -0.1], [0.5, -0.2, 0.5], [-0.4, 0.1, 0.2], [0.6, -0.5, 0.0], [-0.3, 0.4, 0.4], [-0.1, 0.4, -0.2], [0.3, 0.0, -0.2], [0.3, -0.4, -0.1], [0.4, 0.1, 0.3], [-0.3, -0.5, 0.0], [0.6, -0.2, 0.0], [0.0, 0.0, 0.3], [0.3, 0.1, -0.5], [-0.2, -0.1, 0.2], [0.5, -0.6, -0.7]]
}